{
  "formula": "C22H20N5ReS",
  "method": "ωB97M-V/def2-TZVPD",
  "lumo_energy_ev": [-11.088, -10.874],
  "total_charge": 3,
  "spin_multiplicity": 2,
  "energy_ev": -43529.148,
  "homo_lumo_gap_ev": [6.327, 6.699],
  "species": ["C", "C", "H", "C", "H", "C", "H", "C", "C", "H", "C", "C", "H", "C", "C", "C", "C", "C", "H", "H", "S", "H", "H", "H", "H", "C", "H", "N", "N", "C", "N", "C", "H", "H", "C", "H", "N", "H", "Re", "C", "H", "H", "H", "C", "N", "C", "C", "C", "H"],
  "coordinates": [[-1.91, -0.87, 2.22], [4.18, 1.40, 1.28], [3.95, -3.12, 0.39], [3.53, 0.19, 0.97], [-3.73, -3.44, 3.49], [-0.08, 0.41, -5.07], [0.87, 2.36, -4.94], [-2.07, -3.62, 2.17], [-2.97, -2.92, 2.92], [-2.49, 2.33, 2.86], [-3.77, -0.69, 3.72], [-0.91, 1.59, -2.71], [1.46, 3.40, 1.57], [3.45, 2.55, 1.52], [-1.05, -2.97, 1.43], [1.37, -0.97, 0.76], [-0.96, -1.60, 1.47], [0.84, 1.41, -4.40], [1.86, 1.03, -4.33], [-1.71, 1.76, -5.60], [-1.51, 2.11, -1.12], [0.02, -0.57, -4.61], [-2.79, 1.22, -3.27], [5.27, -1.09, 0.79], [1.51, -3.08, 0.39], [-2.92, -1.51, 2.96], [-2.22, 0.10, -5.27], [0.36, 1.67, -3.03], [-1.83, 1.24, -3.58], [3.45, -2.18, 0.55], [-1.79, 0.50, 2.18], [4.19, -1.05, 0.77], [3.93, 3.48, 1.77], [-0.38, -3.57, 0.84], [2.04, -2.15, 0.56], [0.20, 0.31, -6.12], [1.41, 1.38, 1.12], [-4.55, -1.13, 4.33], [-0.53, 1.11, 0.73], [-2.62, 1.25, 2.92], [1.00, 2.04, -2.35], [-4.26, 1.33, 4.29], [-2.12, -4.70, 2.13], [2.13, 0.21, 0.94], [-0.03, -0.71, 0.86], [-3.61, 0.69, 3.71], [-1.52, 0.88, -4.98], [2.07, 2.51, 1.42], [5.26, 1.43, 1.35]],
  "lowdin_spin": [0.02, 0.01, 0.00, 0.00, 0.00, 0.00, 0.00, 0.00, 0.00, 0.00, 0.01, 0.01, 0.00, 0.00, 0.00, 0.01, 0.00, 0.00, 0.00, 0.00, 0.03, 0.00, 0.00, 0.00, 0.00, 0.00, 0.00, 0.00, 0.00, 0.00, 0.02, 0.00, 0.00, 0.00, 0.00, 0.00, 0.01, 0.00, 0.77, 0.01, 0.00, 0.00, 0.00, 0.02, 0.07, 0.00, 0.00, 0.01, 0.00]
}

{
  "formula": "C22H20N7O2PtS",
  "method": "ωB97M-V/def2-TZVPD",
  "lumo_energy_ev": -3.608,
  "total_charge": 1,
  "energy_ev": -51740.317,
  "homo_lumo_gap_ev": 6.982,
  "species": ["N", "H", "C", "C", "O", "C", "C", "H", "H", "H", "C", "N", "C", "H", "S", "C", "H", "C", "C", "C", "C", "C", "N", "N", "C", "H", "H", "H", "C", "H", "H", "H", "N", "C", "C", "O", "H", "H", "H", "H", "C", "C", "C", "C", "H", "N", "H", "C", "Pt", "C", "H", "H", "N"],
  "coordinates": [[1.09, -0.40, -2.13], [3.33, 0.15, 6.66], [3.73, 0.39, 5.68], [-2.38, 0.43, -0.23], [-6.36, 1.81, 0.28], [-3.65, 1.03, -0.24], [-4.69, -1.18, -0.16], [-2.54, 4.23, -0.45], [-4.20, -3.81, -0.03], [0.06, -3.35, 0.06], [-0.94, -2.94, -0.01], [3.25, 0.55, 1.05], [-3.30, -3.21, -0.05], [3.85, 1.47, 5.62], [1.12, -0.77, 2.17], [2.25, 0.25, -2.40], [2.69, -1.19, 4.64], [3.05, 0.65, -1.23], [2.64, 0.08, 2.13], [-3.69, 2.44, -0.33], [4.34, 1.39, -1.33], [-2.24, -1.02, -0.15], [-6.19, 0.69, -0.15], [2.57, 0.27, -0.09], [0.66, -0.65, -4.46], [-0.37, 2.98, -0.42], [1.78, 0.31, 4.75], [0.01, -1.02, -5.23], [0.32, -0.83, -3.13], [5.19, 0.71, -1.23], [4.42, 1.93, -2.27], [4.14, 0.79, 3.23], [-1.24, 1.14, -0.31], [-4.80, 0.16, -0.19], [-2.52, 3.15, -0.39], [-7.07, -0.04, -0.56], [3.58, 0.96, -3.93], [2.15, 0.17, -5.78], [-4.64, 2.95, -0.34], [4.71, -0.08, 5.59], [-3.40, -1.81, -0.13], [-2.06, -3.78, 0.01], [-1.31, 2.45, -0.37], [1.85, 0.01, -4.75], [-0.59, -1.34, -2.84], [3.27, 0.30, 3.29], [-1.92, -4.85, 0.07], [2.65, 0.46, -3.72], [0.81, -0.61, -0.08], [2.78, -0.10, 4.60], [4.41, 2.10, -0.50], [-5.58, -1.79, -0.14], [-1.02, -1.62, -0.09]],
  "mulliken_charge": [-0.31, 0.39, -1.42, 0.01, -0.57, 0.39, -0.86, 0.42, 0.48, 0.45, -0.14, -1.15, -0.65, 0.38, -0.55, 0.32, 0.34, 1.09, 0.41, -0.61, -1.57, 0.05, 0.95, 0.79, -0.82, 0.49, 0.35, 0.42, 0.14, 0.28, 0.45, 0.33, -0.10, 0.03, -0.98, -0.56, 0.30, 0.45, 0.51, 0.37, 1.25, -0.85, -0.20, -0.46, 0.39, -0.14, 0.45, -0.83, 0.56, -0.36, 0.40, 0.53, -0.02]
}

{
  "formula": "C22H21BrCsN5O12",
  "method": "ωB97M-V/def2-TZVPD",
  "lumo_energy_ev": 3.922,
  "total_charge": -2,
  "relative_energy_kj_mol": 0.0,
  "energy_ev": -125760.415,
  "homo_lumo_gap_ev": 6.792,
  "species": ["H", "O", "O", "H", "C", "C", "H", "H", "H", "C", "O", "H", "H", "C", "N", "H", "H", "Cs", "H", "C", "C", "O", "N", "Br", "N", "C", "C", "H", "C", "C", "O", "O", "C", "C", "O", "H", "O", "H", "O", "C", "C", "C", "N", "H", "H", "C", "H", "H", "O", "N", "C", "H", "C", "C", "H", "O", "H", "C", "H", "C", "O", "C"],
  "coordinates": [[-2.17, -0.55, -0.45], [2.56, 0.08, 2.56], [-1.99, 3.90, -3.90], [-1.50, -2.08, -1.04], [4.90, 1.91, 5.39], [-0.85, 1.81, -5.29], [-2.50, 4.87, -2.46], [-1.26, 2.59, -5.91], [-0.82, -3.68, 0.22], [-0.71, 1.98, -3.93], [2.13, -1.02, -2.49], [-3.14, -1.62, -1.50], [-3.59, 2.74, -2.26], [0.27, -0.25, -3.71], [3.24, -0.69, 3.37], [-3.70, -3.98, 1.08], [0.53, -1.28, -5.55], [1.51, -0.78, 0.19], [0.56, -3.93, 2.11], [-3.58, 1.89, -0.29], [-2.68, 4.29, 0.60], [0.23, -2.21, -2.38], [-0.54, 0.45, -7.27], [-2.48, 3.33, 3.27], [3.20, -1.99, 3.35], [4.08, -0.10, 4.35], [-3.40, 2.90, -1.21], [-2.28, 5.22, 0.99], [4.91, -0.86, 5.18], [-2.94, 4.14, -0.75], [-1.05, 1.35, -7.95], [-2.75, 5.19, -1.56], [0.94, -1.27, -2.80], [0.17, -0.39, -5.06], [-0.34, 1.00, -1.80], [-3.30, -3.90, -0.65], [-0.43, 3.67, -2.43], [6.37, -0.82, 6.74], [-1.48, -4.39, 2.05], [-2.97, -3.61, 0.36], [-2.89, 3.19, 1.41], [-0.15, -4.71, 2.41], [-1.04, 3.25, -3.38], [0.16, -5.66, 1.96], [6.37, 1.65, 6.94], [-0.25, 0.93, -3.03], [4.91, -1.94, 5.08], [-1.60, -5.27, 0.18], [2.46, -2.46, 2.46], [-3.34, 2.02, 1.02], [5.72, 1.16, 6.22], [-0.12, -4.80, 3.49], [-2.41, -1.59, -0.69], [-1.63, -4.27, 0.65], [3.43, 1.84, 3.80], [-0.15, -0.60, -7.77], [-3.93, 0.91, -0.60], [-0.43, 0.62, -5.86], [4.89, 2.99, 5.46], [4.07, 1.29, 4.46], [-2.95, -2.21, 0.48], [5.72, -0.22, 6.10]],
  "mulliken_charge": [-0.18, -0.83, -0.77, 0.20, -0.37, -0.18, 0.49, 0.56, 0.18, -0.42, -0.86, 0.25, 0.39, 0.75, 0.78, 0.34, 0.53, 1.11, 0.21, -0.45, -0.41, -0.67, 1.02, -0.24, -0.48, 0.07, 0.10, 0.40, -0.25, 0.42, -0.69, -0.63, -0.36, -0.43, -0.81, 0.34, -0.54, 0.33, -0.36, -0.57, -0.01, -0.55, 1.03, 0.28, 0.35, 0.74, 0.43, 0.27, -0.50, -0.56, -0.45, 0.23, -0.11, -0.14, 0.42, -0.68, 0.55, -0.38, 0.32, -0.46, -0.37, -0.40]
}

{
  "formula": "C22H21Cl5CsN5O4S2",
  "method": "ωB97M-V/def2-TZVPD",
  "lumo_energy_ev": 3.544,
  "total_charge": -2,
  "relative_energy_kj_mol": 154.2,
  "energy_ev": -123628.858,
  "homo_lumo_gap_ev": 5.562,
  "species": ["C", "C", "H", "Cl", "H", "S", "C", "C", "C", "Cl", "C", "H", "O", "N", "Cs", "O", "H", "H", "H", "H", "C", "H", "Cl", "H", "C", "C", "C", "C", "H", "C", "H", "H", "H", "C", "N", "O", "Cl", "H", "N", "C", "H", "C", "H", "H", "H", "N", "N", "H", "O", "C", "C", "C", "C", "S", "H", "Cl", "C", "C", "H", "C"],
  "coordinates": [[0.02, -4.11, 3.30], [2.88, 0.98, 2.54], [0.27, 4.24, -0.80], [2.22, -0.62, 2.45], [0.69, -5.99, 2.52], [0.06, -5.88, -0.24], [-2.65, 0.84, 0.92], [-0.37, -2.51, -5.52], [-1.00, 3.48, 0.78], [5.33, 2.91, 5.03], [-0.17, -4.75, 0.98], [-0.68, -3.15, -0.96], [2.57, -1.41, -4.98], [-0.78, -3.58, 0.69], [2.40, -0.45, -0.63], [0.63, -2.22, -6.33], [-0.82, -2.15, 3.74], [-0.71, 0.27, 1.64], [-2.06, 3.51, 1.06], [-1.26, 5.14, -0.61], [-0.80, 4.15, -0.58], [-3.77, 3.11, -2.35], [4.81, 5.01, 2.81], [1.48, -1.90, -5.81], [-0.10, -2.50, -4.07], [4.04, 3.46, 2.71], [2.25, -1.29, -3.77], [-3.13, 2.73, -1.55], [-1.89, -3.53, -3.22], [-1.30, 1.18, 1.58], [-3.36, 1.67, 1.04], [-0.45, 4.09, 1.52], [0.44, 2.03, 0.91], [-3.32, 1.21, -1.42], [-0.39, -2.81, -1.91], [2.91, -0.67, -2.93], [4.02, 0.10, 4.86], [-3.14, 0.77, -2.40], [-0.56, 2.11, 0.74], [0.98, -1.97, -3.32], [-1.53, -1.82, 1.37], [-0.95, -3.03, -3.10], [0.34, -4.30, 4.32], [-1.49, 0.67, -0.74], [-1.48, 1.56, 2.60], [0.77, -2.17, -2.03], [-2.47, 0.51, -0.49], [-3.08, -0.03, 1.43], [-1.47, -2.79, -5.96], [3.19, 3.11, 1.67], [-1.00, -2.71, 1.67], [-0.62, -2.90, 2.99], [4.29, 2.52, 3.71], [-1.41, 3.18, -2.01], [-3.37, 3.26, -0.63], [2.89, 4.31, 0.45], [0.22, -5.03, 2.32], [2.57, 1.88, 1.52], [-4.36, 1.02, -1.13], [3.70, 1.27, 3.62]],
  "mulliken_charge": [-0.26, 1.27, 0.06, -0.12, 0.36, -0.53, -0.99, 0.41, -0.85, -0.23, -0.06, 0.29, -0.82, -0.60, 1.14, -0.60, 0.43, 0.12, 0.43, 0.45, -0.56, 0.47, -0.22, 0.47, 0.78, -0.35, 0.76, -0.56, 0.54, -0.29, 0.39, 0.37, -0.32, -0.94, 0.76, -0.79, -0.22, 0.38, 0.67, 0.03, 0.56, -0.93, 0.34, 0.19, 0.25, -0.97, -0.08, 0.50, -0.68, 0.42, -0.37, -0.60, 0.54, -0.18, 0.25, -0.26, -0.62, -1.61, 0.39, -0.38]
}